The following is a quantum chemistry calculation of a structure of composition C44H43ClIrP3, from OMol25.

```
92
Properties=species:S:1:pos:R:3:forces:R:3
Ir 0.092721 -0.055481 0.419785 2.312 -0.408 1.752
Cl 2.348759 0.040192 1.096402 0.664 -0.091 -0.061
P 0.010071 -2.300140 -0.200888 -0.352 -2.629 -1.614
P 0.028704 2.198819 -0.173478 1.044 2.680 -0.661
C 0.378987 -3.320701 1.278631 -2.251 -0.776 -0.349
C 1.239836 -3.005473 -1.356894 0.170 0.080 -0.167
C -1.587805 -2.951441 -0.841746 -0.232 0.221 -0.014
C -1.641383 2.956260 -0.249418 -0.308 -1.822 0.926
C 0.887582 3.290319 1.021590 -0.263 0.495 0.497
C 0.852327 2.840447 -1.681731 -0.225 -0.082 -0.441
C -0.554433 -4.200745 1.842809 0.238 0.671 -0.647
C -0.201616 -4.954757 2.967807 -1.090 -0.101 -0.433
C 1.077758 -4.854637 3.519824 1.994 0.686 0.532
C 2.013030 -3.995284 2.943813 0.056 -0.804 1.012
C 1.671902 -3.253587 1.818813 1.283 0.508 0.516
H -1.545731 -4.315510 1.401662 0.277 0.070 0.112
H -0.937601 -5.622300 3.418071 0.187 0.125 -0.120
H 1.341525 -5.424730 4.415635 -0.110 0.150 -0.388
H 3.010846 -3.884800 3.375773 -0.357 -0.140 -0.164
H 2.406477 -2.585222 1.367492 -0.110 -0.195 0.072
C -2.787783 -2.515614 -0.249099 0.107 -0.159 -0.025
C -4.011987 -3.073520 -0.619913 0.142 0.098 0.001
C -4.063063 -4.033169 -1.634037 0.256 0.072 0.034
C -2.885081 -4.420105 -2.284733 -0.104 0.248 0.216
C -1.655579 -3.876426 -1.900200 0.053 -0.071 0.162
H -2.757801 -1.734481 0.510211 -0.073 -0.358 -0.170
H -4.922530 -2.750087 -0.110374 0.255 -0.117 -0.247
H -5.022121 -4.461313 -1.925472 0.287 0.077 0.059
H -2.927669 -5.150053 -3.092457 0.053 0.216 0.193
H -0.750490 -4.180338 -2.427460 -0.249 0.030 0.199
C 1.756172 -4.300136 -1.166114 0.204 0.031 0.030
C 2.677056 -4.834956 -2.068333 -0.037 0.176 -0.055
C 3.054229 -4.101140 -3.195256 -0.094 0.094 0.184
C 2.508813 -2.831465 -3.419922 -0.182 0.105 0.183
C 1.613412 -2.277069 -2.499506 0.100 -0.258 0.223
H 1.456353 -4.907201 -0.309614 0.001 0.131 -0.261
H 3.094339 -5.825689 -1.886448 -0.127 0.272 -0.099
H 3.783613 -4.510620 -3.893675 -0.242 0.086 0.152
H 2.785861 -2.266188 -4.311390 -0.063 -0.189 0.282
H 1.188681 -1.283839 -2.655825 0.193 -0.242 -0.055
C 2.286297 3.383801 0.973289 -0.019 -0.096 0.145
C 2.976669 4.082786 1.962552 -0.095 -0.080 -0.116
C 2.283603 4.649446 3.041693 -0.372 -0.167 -0.039
C 0.885329 4.646367 3.039279 -0.029 0.183 0.060
C 0.192728 4.029794 1.992937 -0.071 -0.200 -0.005
H 2.822647 2.911545 0.151605 0.036 0.059 0.274
H 4.061052 4.183942 1.894240 -0.319 -0.141 0.076
H 2.824543 5.082423 3.884381 -0.131 0.009 -0.355
H 0.323775 5.112071 3.862077 0.334 -0.110 -0.515
H -0.900368 4.094586 1.933093 0.396 -0.116 0.341
C -2.749679 2.280451 0.294904 -0.109 0.065 -0.043
C -4.006703 2.884637 0.305670 0.721 -1.799 0.606
C -4.174454 4.168261 -0.221577 0.239 1.745 -0.866
C -3.084024 4.842619 -0.784355 -0.106 -0.003 0.077
C -1.830677 4.228455 -0.813467 -1.009 1.884 -0.677
H -2.637656 1.279278 0.716358 -0.050 0.522 -0.118
H -4.848509 2.336731 0.735298 0.177 0.297 -0.128
H -5.158314 4.635181 -0.200533 0.211 -0.057 -0.031
H -3.209167 5.844407 -1.199337 0.015 -0.356 0.115
H -1.004339 4.751837 -1.285349 -0.158 -0.137 0.115
C 1.193877 4.203388 -1.790873 0.047 0.355 -0.414
C 1.751036 4.704918 -2.971994 -0.173 -0.403 0.361
C 2.015222 3.825831 -4.028895 -0.010 -0.161 0.094
C 1.711863 2.464097 -3.914578 -0.014 -0.084 0.200
C 1.114965 1.968908 -2.748272 -0.034 0.373 -0.115
H 1.017382 4.897758 -0.961352 0.183 -0.339 -0.317
H 1.977403 5.770756 -3.054174 -0.010 -0.409 0.010
H 2.475688 4.207004 -4.940263 -0.154 -0.139 0.206
H 1.945597 1.778573 -4.732122 -0.096 0.277 0.242
H 0.846835 0.915518 -2.644988 0.129 0.267 -0.168
H -1.501958 -0.016898 0.042550 -0.943 -0.274 -0.529
H -0.983622 -0.104511 -0.862291 -1.135 0.103 -0.283
C -2.153692 -1.053233 2.910406 -0.215 0.312 0.270
P -0.514049 -0.299017 2.716146 -0.719 -0.073 1.039
C -0.628243 1.382726 3.406732 -0.233 -0.152 0.193
C 0.377189 -1.114569 4.108578 0.471 -0.296 -0.200
C -0.233809 -1.986635 5.035076 -0.054 0.095 -0.262
C 0.445109 -2.357292 6.199218 -0.027 -0.145 -0.193
C 1.729804 -1.872533 6.448313 0.244 0.083 -0.073
C 2.355937 -1.031839 5.524495 -0.122 -0.284 0.194
C 1.692723 -0.684675 4.349229 0.106 0.017 0.042
H -2.860389 -0.568777 2.224267 0.096 -0.247 0.233
H -2.479554 -0.879750 3.948018 -0.066 -0.122 -0.389
H -2.098957 -2.137609 2.718303 -0.128 0.498 0.000
H -0.975286 1.326234 4.450102 0.128 0.044 -0.302
H 0.361490 1.857353 3.365466 -0.310 -0.189 0.046
H -1.335857 1.968939 2.812314 0.126 -0.028 0.136
H -1.237909 -2.396135 4.888848 0.356 0.299 -0.016
H -0.034344 -3.036022 6.913314 0.178 0.329 -0.289
H 2.253607 -2.170926 7.356234 -0.154 0.139 -0.196
H 3.358942 -0.648637 5.719474 -0.289 -0.170 -0.088
H 2.216365 -0.072481 3.613426 -0.244 -0.056 0.287
```
Forces are in eV/Å.

Results
largest force on an atom = 3.106 eV/Å
2S+1 = 6
net charge = +3
HOMO-LUMO gap (spin up / spin down) = 0.1742 / 0.1354 hartree
⟨S²⟩ = 8.796